{
  "formula": "C21H34NaO21",
  "method": "the ωB97M-V functional and the def2-TZVPD basis",
  "elements": ["Na", "C", "C", "O", "C", "O", "O", "H", "H", "H", "H", "C", "C", "O", "C", "O", "O", "H", "H", "H", "H", "C", "C", "O", "C", "O", "O", "H", "H", "H", "H", "C", "C", "O", "C", "O", "O", "H", "H", "H", "H", "C", "O", "C", "O", "O", "C", "H", "H", "H", "H", "H", "H", "C", "O", "C", "O", "O", "C", "H", "H", "H", "H", "H", "H", "C", "O", "C", "O", "O", "C", "H", "H", "H", "H", "H", "H"],
  "positions_angstrom": [[-0.212861, 0.336425, 0.138751], [2.406433, -4.696516, 2.197872], [2.724729, -4.521236, 0.712460], [1.653193, -3.711357, 0.230743], [1.098796, -3.075285, 1.284685], [0.371615, -2.137809, 1.196705], [1.433099, -3.665268, 2.437582], [3.282046, -4.544933, 2.824204], [1.943220, -5.646709, 2.459790], [2.795474, -5.480135, 0.209466], [3.638418, -3.933459, 0.613009], [4.486025, -0.241784, 3.823242], [3.733323, 1.059321, 4.055676], [2.752178, 1.065709, 3.009408], [3.029259, 0.097089, 2.123703], [2.411506, -0.094640, 1.126452], [4.140260, -0.581181, 2.482530], [4.088091, -1.009488, 4.490992], [5.555375, -0.174857, 3.996553], [4.286037, 1.994295, 3.941498], [3.248554, 1.123511, 5.029122], [2.876122, 2.774863, -4.125122], [4.012282, 3.162857, -3.148063], [3.529963, 2.749559, -1.864418], [2.284159, 2.261440, -1.974415], [1.643893, 1.778005, -1.098085], [1.833748, 2.371821, -3.237281], [3.141702, 1.918869, -4.746128], [2.534872, 3.586416, -4.760261], [4.171748, 4.237235, -3.190808], [4.923307, 2.595871, -3.314544], [-4.764049, 3.431243, -1.218806], [-4.104878, 3.244557, -2.589684], [-2.723236, 3.103445, -2.261608], [-2.615459, 2.732440, -0.978188], [-1.598312, 2.432309, -0.431158], [-3.791273, 2.885286, -0.328807], [-5.694435, 2.859832, -1.215304], [-5.049464, 4.435694, -0.911039], [-4.231986, 4.088126, -3.261062], [-4.479999, 2.331283, -3.049742], [-2.801777, 3.209526, 3.007496], [-2.483972, 2.111864, 3.875278], [-1.785417, 1.132540, 3.340395], [-1.313448, 1.137989, 2.223391], [-1.667806, 0.147646, 4.214639], [-0.801554, -0.931888, 3.810258], [-3.701153, 2.943520, 2.461293], [-1.957531, 3.488224, 2.382595], [-2.993703, 4.066765, 3.650392], [-1.272545, -1.525560, 3.034009], [-0.620196, -1.492564, 4.721457], [0.137247, -0.512884, 3.451097], [2.369611, -2.448511, -2.929700], [1.394399, -1.815548, -3.756877], [0.544973, -1.015493, -3.124167], [0.451538, -0.890957, -1.931757], [-0.130064, -0.321406, -4.027583], [-1.055473, 0.623486, -3.500456], [1.926120, -2.833987, -2.015537], [3.162330, -1.741445, -2.678063], [2.804086, -3.240348, -3.533294], [-1.824469, 0.094050, -2.922780], [-1.543773, 1.098215, -4.342532], [-0.602079, 1.316097, -2.794242], [-2.069033, -3.700201, -1.449660], [-3.243490, -3.152610, -0.881184], [-3.115054, -1.923368, -0.393450], [-2.163845, -1.202862, -0.566286], [-4.204941, -1.626107, 0.289665], [-4.243498, -0.404966, 0.983160], [-2.028426, -3.505020, -2.525359], [-2.022132, -4.766714, -1.251265], [-1.127847, -3.270913, -1.093343], [-3.397905, -0.243342, 1.656208], [-5.125143, -0.405666, 1.619260], [-4.257512, 0.459611, 0.317021]],
  "forces_ev_per_a": [[0.16, -0.12, -0.09], [-0.32, -0.11, 0.04], [0.40, 0.09, 0.64], [-0.01, -0.11, 0.01], [-0.30, -0.02, -0.31], [-0.28, 0.06, -0.06], [0.49, 0.15, 0.30], [-0.09, 0.13, 0.08], [0.02, -0.04, -0.15], [-0.13, 0.18, -0.35], [0.09, -0.22, -0.25], [-0.43, 0.04, 0.70], [-0.09, 0.91, 0.06], [-0.29, -0.34, 0.33], [0.23, 0.48, -0.16], [-0.19, -0.28, -0.10], [0.22, -0.24, -0.06], [0.05, -0.10, -0.10], [0.09, 0.04, -0.46], [0.41, -0.30, -0.08], [-0.16, -0.26, -0.11], [0.44, -0.41, 0.38], [-0.30, -0.19, -0.46], [-0.15, 0.13, 0.04], [-0.07, 0.00, -0.32], [-0.10, 0.09, 0.42], [-0.29, -0.03, -0.24], [-0.02, 0.05, -0.03], [-0.06, 0.08, 0.12], [0.24, -0.01, 0.39], [0.13, 0.26, -0.21], [-0.75, -0.27, -0.49], [-0.33, 0.44, 0.30], [0.09, -0.40, -0.20], [0.26, 0.87, 0.57], [-0.08, -0.45, -0.33], [-0.15, -0.27, -0.06], [0.20, -0.23, 0.41], [0.53, 0.21, -0.14], [0.07, -0.01, -0.02], [0.20, -0.02, -0.15], [0.07, 0.38, 0.39], [-0.08, 0.18, 0.27], [0.33, -0.13, -0.24], [0.08, -0.17, -0.13], [-0.02, -0.02, 0.14], [0.09, 0.45, 0.23], [0.12, 0.15, -0.35], [-0.10, -0.37, -0.30], [-0.19, -0.21, 0.15], [0.06, -0.08, 0.01], [-0.12, -0.18, -0.08], [-0.03, -0.13, -0.14], [0.30, -0.12, 0.07], [-0.10, -0.05, -0.16], [0.37, 0.50, -0.17], [-0.09, -0.07, 0.45], [0.02, -0.04, -0.29], [-0.87, -0.41, 0.79], [-0.02, -0.02, -0.05], [-0.11, 0.07, 0.07], [-0.11, -0.06, 0.01], [0.06, -0.04, -0.13], [0.28, 0.20, -0.09], [0.29, 0.18, -0.39], [1.32, -0.10, -0.90], [0.02, 0.07, 0.47], [0.07, -0.01, -0.15], [0.14, 0.43, 0.19], [-0.35, -0.65, 0.02], [0.21, 1.18, 0.67], [-0.38, -0.22, 0.01], [-0.45, -0.03, -0.04], [-0.40, 0.25, 0.49], [0.20, -0.39, -0.25], [-0.18, -0.17, -0.30], [-0.13, -0.16, -0.13]],
  "total_charge": 1,
  "max_force_ev_per_a": 1.6,
  "homo_lumo_gap_ev": 11.29,
  "de_lowest_ev": 0.0000,
  "lumo_ev": -1.6339,
  "energy_ha": -2562.91329
}



{
  "formula": "C21H34O2",
  "method": "the ωB97M-V functional and the def2-TZVPD basis",
  "elements": ["C", "C", "C", "C", "C", "C", "C", "C", "C", "C", "C", "C", "C", "C", "C", "C", "C", "C", "O", "C", "C", "C", "O", "H", "H", "H", "H", "H", "H", "H", "H", "H", "H", "H", "H", "H", "H", "H", "H", "H", "H", "H", "H", "H", "H", "H", "H", "H", "H", "H", "H", "H", "H", "H", "H", "H", "H"],
  "positions_angstrom": [[-0.874999, 3.346900, -2.637399], [-0.518640, 3.033562, -1.168091], [-1.700945, 2.459297, -0.389933], [-2.005987, 1.015452, -0.816757], [-3.508227, 0.723642, -0.867500], [-3.828468, -0.710242, -1.323257], [-4.268966, -1.633437, -0.185758], [-3.122697, -2.157322, 0.689127], [-1.896286, -2.679308, -0.055217], [-0.730983, -2.932925, 0.911744], [0.596097, -3.061140, 0.137810], [1.254426, -1.685033, 0.025112], [2.617346, -1.704657, -0.655538], [3.046014, -0.340338, -1.229832], [2.574677, 0.909862, -0.488228], [3.038313, 1.005673, 0.937839], [4.347211, 0.976810, 1.267269], [4.804009, 1.089206, 2.664651], [5.997641, 1.033179, 2.944522], [3.791639, 1.263041, 3.729961], [2.485940, 1.290203, 3.421406], [2.023130, 1.171057, 2.018742], [0.822927, 1.227511, 1.761157], [-1.927801, 3.581860, -2.753272], [-0.280056, 4.186425, -2.987063], [-0.616993, 2.506179, -3.275637], [-0.137166, 3.934529, -0.693378], [0.296459, 2.311232, -1.178914], [-2.583322, 3.073081, -0.554992], [-1.443868, 2.481322, 0.666871], [-1.568012, 0.326859, -0.091490], [-1.569979, 0.805583, -1.790482], [-3.971198, 0.948350, 0.091616], [-3.947785, 1.422186, -1.582556], [-4.641772, -0.664392, -2.046911], [-2.972759, -1.100387, -1.864847], [-4.923940, -1.056484, 0.464420], [-4.841395, -2.464191, -0.592264], [-2.781467, -1.392851, 1.385497], [-3.509676, -2.983844, 1.285990], [-2.111021, -3.622989, -0.555377], [-1.551638, -1.954412, -0.786209], [-0.658522, -2.054342, 1.552149], [-0.923902, -3.796195, 1.542740], [1.278260, -3.767788, 0.604910], [0.365432, -3.403004, -0.870584], [1.376077, -1.295942, 1.033385], [0.563088, -1.037997, -0.512161], [3.370420, -2.098171, 0.022853], [2.556933, -2.395982, -1.495976], [2.643336, -0.270611, -2.240127], [4.127033, -0.311540, -1.348708], [2.991695, 1.770188, -1.013673], [1.498433, 1.036829, -0.529342], [5.105645, 0.873227, 0.505922], [4.131265, 1.367123, 4.748221], [1.715031, 1.405155, 4.167555]],
  "forces_ev_per_a": [[0.53, -0.11, 0.39], [-0.34, 0.13, -0.54], [0.65, -0.38, -0.16], [-0.56, 0.13, 0.69], [0.36, -0.04, -0.64], [-0.56, 0.42, 0.21], [0.63, 0.14, -0.03], [0.01, -0.36, -0.36], [0.17, -0.19, 0.78], [0.16, 0.21, -0.58], [-0.28, 0.45, 0.23], [0.24, -0.51, 0.06], [-0.26, 0.30, -0.31], [-0.23, -0.27, -0.12], [0.25, 0.18, 0.15], [0.82, -0.08, 0.06], [-1.10, 0.03, 0.03], [1.25, -0.10, 0.25], [-0.92, 0.07, -0.21], [-1.02, 0.03, -0.32], [0.79, -0.06, 0.04], [-1.17, 0.13, -0.18], [1.09, -0.03, 0.23], [-0.16, 0.08, -0.08], [-0.04, 0.15, -0.14], [-0.21, -0.12, -0.17], [-0.03, 0.10, 0.17], [0.01, 0.08, 0.19], [-0.11, 0.23, 0.05], [-0.22, 0.01, 0.18], [0.31, -0.05, -0.08], [0.07, -0.07, -0.20], [-0.03, -0.04, 0.21], [-0.07, 0.11, -0.01], [-0.09, -0.03, -0.07], [0.07, -0.20, -0.10], [-0.34, -0.08, 0.00], [-0.04, -0.17, -0.02], [-0.07, 0.22, 0.07], [-0.05, 0.04, 0.28], [-0.16, 0.03, -0.34], [0.00, 0.03, -0.21], [0.05, -0.02, 0.32], [-0.07, -0.13, 0.07], [0.08, -0.13, 0.04], [0.15, -0.32, -0.12], [-0.14, 0.24, 0.10], [-0.05, 0.25, -0.01], [0.08, -0.04, 0.17], [0.17, -0.16, -0.06], [-0.05, 0.09, -0.12], [0.16, -0.01, 0.04], [0.00, 0.12, -0.07], [-0.03, -0.27, 0.12], [0.19, -0.02, 0.02], [0.20, -0.03, 0.06], [-0.11, 0.03, 0.05]],
  "max_force_ev_per_a": 1.3,
  "homo_lumo_gap_ev": 8.70,
  "lumo_ev": -1.5307,
  "energy_ha": -971.02547
}